DFT (ωB97M-V with the def2-TZVPD basis set) results for C60H57Br4Ge3NO2PbS2Sb as an isolated structure.

Element x y z (Å)
Pb (-0.493, -0.098, 0.458)
C (-2.581, 0.620, 5.127)
C (-2.484, 0.385, 3.617)
Ge (-0.646, 0.538, 2.985)
C (0.532, -0.483, 4.169)
C (1.236, 0.377, 5.223)
C (-0.041, 2.370, 2.978)
C (0.361, 3.261, 2.064)
Ge (0.433, 3.162, 0.066)
C (2.246, 3.755, -0.430)
C (2.754, 5.177, -0.191)
C (-1.034, 4.088, -0.864)
C (-1.613, 5.456, -0.523)
C (0.986, 4.502, 2.631)
C (1.954, 4.378, 3.633)
C (2.550, 5.493, 4.203)
C (2.194, 6.768, 3.784)
C (1.249, 6.908, 2.778)
C (0.666, 5.788, 2.202)
H (-3.610, 0.504, 5.477)
H (-2.261, 1.631, 5.397)
H (-1.962, -0.081, 5.695)
H (-3.087, 1.111, 3.070)
H (-2.859, -0.606, 3.349)
H (1.278, -0.976, 3.550)
H (-0.082, -1.256, 4.644)
H (1.883, 1.112, 4.740)
H (1.865, -0.231, 5.880)
H (0.530, 0.921, 5.856)
H (0.035, 2.715, 4.016)
H (2.297, 3.537, -1.498)
H (2.900, 3.025, 0.062)
H (2.121, 5.921, -0.685)
H (3.765, 5.293, -0.593)
H (2.793, 5.436, 0.867)
H (-1.829, 3.343, -0.800)
H (-0.687, 4.107, -1.900)
H (-1.981, 5.501, 0.503)
H (-2.469, 5.669, -1.170)
H (-0.891, 6.266, -0.667)
H (2.263, 3.386, 3.942)
H (3.304, 5.362, 4.971)
H (2.658, 7.641, 4.229)
H (0.967, 7.895, 2.429)
H (-0.050, 5.921, 1.411)
Br (-7.640, -1.114, -0.077)
C (-5.966, -0.265, 0.160)
C (-5.877, 1.108, 0.291)
Br (-7.431, 2.186, 0.229)
C (-4.617, 1.708, 0.450)
Br (-4.424, 3.573, 0.696)
C (-3.433, 0.969, 0.451)
O (-2.250, 1.486, 0.620)
C (-3.531, -0.454, 0.287)
O (-2.421, -1.165, 0.264)
C (-4.788, -1.031, 0.170)
Br (-4.825, -2.918, 0.001)
S (3.974, -1.685, 0.335)
C (2.982, -0.545, 1.033)
N (2.307, 0.276, 1.518)
C (0.434, 1.392, -0.869)
Ge (-0.157, 1.307, -2.729)
C (-2.084, 1.072, -2.903)
C (-2.591, -0.230, -2.888)
C (-3.956, -0.471, -2.989)
C (-4.844, 0.589, -3.094)
C (-4.362, 1.891, -3.080)
C (-2.998, 2.127, -2.987)
C (0.750, -0.238, -3.538)
C (0.182, -0.960, -4.588)
C (0.859, -2.022, -5.176)
C (2.126, -2.374, -4.730)
C (2.715, -1.654, -3.700)
C (2.031, -0.599, -3.113)
C (0.516, 2.785, -3.845)
C (-0.301, 3.634, -4.590)
C (0.238, 4.615, -5.415)
C (1.614, 4.760, -5.517)
C (2.446, 3.908, -4.803)
C (1.899, 2.928, -3.985)
H (1.481, 1.069, -0.850)
H (-1.922, -1.079, -2.782)
H (-4.325, -1.490, -2.958)
H (-5.911, 0.403, -3.150)
H (-5.052, 2.726, -3.116)
H (-2.655, 3.154, -2.940)
H (-0.807, -0.701, -4.950)
H (0.392, -2.577, -5.981)
H (2.650, -3.210, -5.179)
H (3.697, -1.925, -3.331)
H (2.499, -0.088, -2.276)
H (-1.379, 3.535, -4.538)
H (-0.421, 5.264, -5.980)
H (2.037, 5.525, -6.157)
H (3.522, 4.003, -4.884)
H (2.570, 2.261, -3.454)
S (0.337, -2.194, -1.013)
Sb (1.081, -3.962, 0.235)
C (1.930, -4.034, 2.145)
C (3.237, -4.480, 2.303)
C (3.755, -4.625, 3.581)
C (2.975, -4.314, 4.689)
C (1.673, -3.867, 4.525)
C (1.143, -3.732, 3.248)
C (-0.589, -5.212, 0.565)
C (-1.735, -5.040, -0.206)
C (-2.818, -5.891, -0.027)
C (-2.768, -6.894, 0.930)
C (-1.633, -7.055, 1.714)
C (-0.543, -6.216, 1.532)
C (2.230, -5.152, -1.072)
C (1.691, -6.376, -1.467)
C (2.361, -7.164, -2.394)
C (3.565, -6.732, -2.930)
C (4.099, -5.510, -2.543)
C (3.434, -4.714, -1.619)
H (3.854, -4.701, 1.441)
H (4.774, -4.966, 3.712)
H (3.389, -4.415, 5.685)
H (1.069, -3.615, 5.387)
H (0.119, -3.396, 3.124)
H (-1.794, -4.226, -0.921)
H (-3.710, -5.753, -0.625)
H (-3.622, -7.545, 1.076)
H (-1.597, -7.830, 2.470)
H (0.343, -6.349, 2.144)
H (0.749, -6.719, -1.055)
H (1.935, -8.112, -2.700)
H (4.084, -7.345, -3.657)
H (5.034, -5.166, -2.968)
H (3.836, -3.748, -1.349)

Forces on atoms 1 to 2 (eV/Å):
-0.44 0.45 0.44
-0.02 0.01 0.02

Summary:
F_max   0.77 eV/A
Orbital gap   6.46 eV
E_HOMO   -4.57 eV
Energy relative to the best compared isomer or geometry (same formula, charge and spin)   28.4 kcal/mol
LUMO energy   1.9 eV
Total charge   -1

***

DFT (ωB97M-V with the def2-TZVPD basis set) results for C60H58F2N6OSiTeTi as an isolated structure.

Element x y z (Å)
Ti (1.038, 0.826, -0.695)
C (-0.347, -0.675, -0.467)
Si (-0.202, -2.486, -0.868)
C (0.788, -2.733, -2.457)
N (2.190, -2.376, -2.269)
C (2.982, -3.476, -1.689)
C (4.340, -3.630, -2.361)
C (4.171, -3.865, -3.862)
C (3.230, -2.811, -4.493)
C (2.823, -1.783, -3.441)
C (-1.909, -3.212, -1.196)
C (-2.588, -2.797, -2.347)
C (-3.861, -3.258, -2.645)
C (-4.484, -4.159, -1.791)
C (-3.830, -4.584, -0.647)
C (-2.559, -4.108, -0.350)
C (0.604, -3.321, 0.605)
C (0.700, -4.714, 0.688)
C (1.326, -5.331, 1.759)
C (1.877, -4.562, 2.776)
C (1.795, -3.180, 2.716)
C (1.157, -2.569, 1.644)
H (-0.689, -0.590, 0.576)
H (-1.156, -0.248, -1.086)
H (0.344, -2.020, -3.159)
H (0.648, -3.736, -2.897)
H (2.433, -4.420, -1.821)
H (3.101, -3.339, -0.611)
H (4.865, -4.468, -1.899)
H (4.952, -2.745, -2.174)
H (3.754, -4.865, -4.010)
H (5.144, -3.860, -4.355)
H (2.334, -3.294, -4.892)
H (3.712, -2.305, -5.333)
H (2.133, -1.040, -3.844)
H (3.701, -1.216, -3.117)
H (-2.110, -2.103, -3.033)
H (-4.365, -2.923, -3.544)
H (-5.477, -4.527, -2.020)
H (-4.313, -5.284, 0.025)
H (-2.072, -4.440, 0.560)
H (0.288, -5.330, -0.105)
H (1.391, -6.411, 1.800)
H (2.371, -5.042, 3.612)
H (2.230, -2.571, 3.499)
H (1.118, -1.484, 1.626)
F (5.789, -1.700, 0.243)
C (5.134, -0.702, -0.378)
C (3.765, -0.628, -0.279)
C (3.091, 0.397, -0.938)
C (3.819, 1.342, -1.671)
C (5.210, 1.237, -1.711)
F (5.950, 2.124, -2.415)
C (5.892, 0.220, -1.087)
C (3.040, 2.398, -2.341)
C (3.567, 3.575, -2.882)
C (2.720, 4.487, -3.477)
C (1.356, 4.228, -3.528)
C (0.902, 3.067, -2.947)
N (1.710, 2.167, -2.375)
H (3.247, -1.354, 0.334)
H (6.968, 0.147, -1.147)
H (4.624, 3.765, -2.821)
H (3.121, 5.403, -3.891)
H (0.658, 4.920, -3.976)
H (-0.154, 2.837, -2.916)
C (-2.070, 0.509, 9.157)
C (-1.897, 0.746, 7.682)
C (-2.845, 1.451, 6.953)
C (-2.702, 1.678, 5.590)
C (-3.791, 2.421, 4.867)
C (-1.565, 1.180, 4.934)
Te (-1.341, 1.532, 2.865)
N (1.607, 2.947, 1.157)
C (0.589, 3.262, 0.440)
O (-0.070, 2.361, -0.293)
C (0.041, 4.638, 0.418)
C (-0.985, 4.970, -0.461)
C (-1.503, 6.257, -0.473)
C (-1.001, 7.212, 0.399)
C (0.015, 6.880, 1.285)
C (0.537, 5.598, 1.297)
C (-2.805, 0.155, 2.228)
C (-2.953, -1.044, 2.921)
C (-3.851, -2.003, 2.484)
C (-4.591, -1.775, 1.332)
C (-4.428, -0.591, 0.633)
C (-3.541, 0.394, 1.065)
C (-3.380, 1.657, 0.265)
C (-0.599, 0.456, 5.647)
C (0.654, -0.118, 5.036)
C (-0.788, 0.257, 7.013)
H (-2.987, 0.967, 9.526)
H (-1.234, 0.925, 9.722)
H (-2.113, -0.559, 9.379)
H (-3.725, 1.833, 7.458)
H (-4.560, 2.741, 5.568)
H (-4.260, 1.789, 4.109)
H (-3.402, 3.298, 4.348)
H (-1.382, 4.210, -1.120)
H (-2.302, 6.512, -1.157)
H (-1.410, 8.214, 0.397)
H (0.400, 7.624, 1.971)
H (1.328, 5.317, 1.979)
H (-2.367, -1.224, 3.816)
H (-3.961, -2.930, 3.033)
H (-5.283, -2.522, 0.969)
H (-5.004, -0.420, -0.269)
H (-4.133, 1.709, -0.522)
H (-2.390, 1.714, -0.197)
H (-3.474, 2.543, 0.897)
H (0.624, -0.146, 3.949)
H (0.822, -1.129, 5.409)
H (1.524, 0.482, 5.318)
H (-0.040, -0.305, 7.564)
N (-3.279, 2.507, -7.992)
C (-2.697, 2.038, -7.120)
C (-1.966, 1.450, -6.028)
C (-0.712, 0.893, -6.240)
C (-0.047, 0.351, -5.150)
N (-0.547, 0.342, -3.917)
C (-1.758, 0.865, -3.734)
C (-2.511, 1.434, -4.748)
H (-0.265, 0.883, -7.223)
H (0.935, -0.086, -5.282)
H (-2.152, 0.830, -2.722)
H (-3.488, 1.850, -4.549)
N (2.495, 0.943, 2.031)
C (1.867, 1.543, 1.113)
H (2.733, 1.616, 2.767)

Forces on atoms 1 to 2 (eV/Å):
-0.20 -0.06 -0.28
0.07 -0.02 -0.26

Summary:
F_max   0.34 eV/A
Orbital gap   6.58 eV
E_HOMO   -7.31 eV
Energy relative to the best compared isomer or geometry (same formula, charge and spin)   17.5 kcal/mol
LUMO energy   -0.7 eV
Total charge   0

***

DFT (ωB97M-V with the def2-TZVPD basis set) results for C60H58O3PS5Sr as an isolated structure at a distorted geometry.

Element x y z (Å)
Sr (0.858, -0.368, 1.680)
C (-6.785, -5.443, -0.286)
C (-5.714, -4.387, -0.319)
C (-4.380, -4.720, -0.095)
C (-3.390, -3.749, -0.094)
C (-3.744, -2.431, -0.328)
C (-5.068, -2.066, -0.528)
C (-6.043, -3.051, -0.535)
S (-2.513, -1.144, -0.288)
O (-1.289, -1.772, 0.323)
C (-2.126, -1.107, -2.038)
C (-1.419, -2.208, -2.577)
C (-1.049, -2.188, -3.883)
C (-1.362, -1.073, -4.710)
C (-0.974, -1.037, -6.069)
C (-1.278, 0.040, -6.854)
C (-1.986, 1.131, -6.312)
C (-2.369, 1.125, -5.001)
C (-2.067, 0.024, -4.165)
C (-2.435, -0.007, -2.782)
C (-3.152, 1.158, -2.185)
C (-4.545, 1.313, -2.455)
C (-5.259, 0.369, -3.241)
C (-6.597, 0.519, -3.461)
C (-7.296, 1.618, -2.913)
C (-6.637, 2.543, -2.159)
C (-5.247, 2.414, -1.909)
C (-4.553, 3.359, -1.118)
C (-3.226, 3.200, -0.861)
C (-2.524, 2.091, -1.392)
S (-0.835, 2.043, -0.783)
O (-0.761, 0.966, 0.274)
C (0.103, 1.481, -2.184)
C (0.787, 0.281, -2.140)
C (1.614, -0.062, -3.196)
C (1.770, 0.784, -4.290)
C (2.658, 0.397, -5.440)
C (1.077, 1.991, -4.303)
C (0.249, 2.349, -3.252)
H (-6.391, -6.415, -0.579)
H (-7.609, -5.191, -0.953)
H (-7.196, -5.542, 0.721)
H (-4.114, -5.756, 0.083)
H (-2.355, -3.995, 0.113)
H (-5.335, -1.027, -0.683)
H (-7.078, -2.776, -0.701)
H (-1.173, -3.041, -1.931)
H (-0.503, -3.019, -4.314)
H (-0.434, -1.882, -6.479)
H (-0.980, 0.055, -7.894)
H (-2.228, 1.979, -6.940)
H (-2.909, 1.971, -4.594)
H (-4.735, -0.480, -3.661)
H (-7.128, -0.210, -4.060)
H (-8.358, 1.722, -3.094)
H (-7.165, 3.388, -1.736)
H (-5.091, 4.208, -0.716)
H (-2.690, 3.918, -0.252)
H (0.644, -0.394, -1.306)
H (2.149, -1.005, -3.171)
H (3.461, -0.265, -5.115)
H (3.106, 1.274, -5.905)
H (2.082, -0.126, -6.206)
H (1.194, 2.665, -5.144)
H (-0.275, 3.299, -3.265)
C (6.304, 2.068, -0.138)
C (5.711, 3.065, 0.624)
C (4.800, 2.735, 1.615)
C (4.482, 1.402, 1.867)
C (5.085, 0.408, 1.097)
C (5.988, 0.738, 0.096)
P (3.351, 0.911, 3.216)
C (4.451, 0.896, 4.671)
C (4.202, -0.047, 5.667)
C (4.998, -0.111, 6.802)
C (6.060, 0.768, 6.949)
C (6.320, 1.711, 5.963)
C (5.521, 1.775, 4.831)
C (2.181, 2.272, 3.300)
C (2.206, 3.316, 4.221)
C (1.214, 4.281, 4.152)
C (0.232, 4.166, 3.178)
C (0.231, 3.098, 2.287)
C (1.205, 2.082, 2.298)
H (7.006, 2.328, -0.919)
H (5.950, 4.105, 0.438)
H (4.319, 3.515, 2.195)
H (4.865, -0.637, 1.297)
H (6.446, -0.041, -0.499)
H (3.373, -0.738, 5.554)
H (4.793, -0.847, 7.568)
H (6.689, 0.716, 7.828)
H (7.148, 2.398, 6.076)
H (5.738, 2.508, 4.064)
H (2.985, 3.375, 4.974)
H (1.202, 5.109, 4.850)
H (-0.555, 4.911, 3.127)
H (-0.588, 3.058, 1.581)
C (0.988, -5.412, 2.662)
C (1.597, -4.927, 1.357)
S (1.503, -3.137, 1.042)
C (2.128, -2.495, 2.659)
C (1.073, -2.047, 3.782)
S (-0.710, -2.029, 3.343)
C (-1.484, -3.188, 4.490)
C (-1.061, -4.656, 4.395)
S (-0.826, -5.357, 2.742)
H (1.374, -4.837, 3.502)
H (1.318, -6.441, 2.812)
H (1.085, -5.367, 0.500)
H (2.640, -5.237, 1.309)
H (2.826, -1.656, 2.461)
H (2.778, -3.257, 3.080)
H (1.351, -1.051, 4.165)
H (1.187, -2.733, 4.618)
H (-2.538, -3.075, 4.233)
H (-1.358, -2.833, 5.512)
H (-1.834, -5.249, 4.886)
H (-0.147, -4.833, 4.962)
C (2.628, 4.872, -1.716)
C (2.364, 3.894, -0.596)
O (2.847, 2.624, -1.015)
H (2.355, 5.883, -1.411)
H (2.055, 4.608, -2.606)
H (3.686, 4.864, -1.981)
H (1.297, 3.849, -0.362)
H (2.873, 4.218, 0.318)
H (2.708, 1.971, -0.319)

Forces on atoms 1 to 2 (eV/Å):
-1.24 1.54 -1.45
0.01 0.00 -0.02

Summary:
F_max   2.46 eV/A
Orbital gap   7.58 eV
E_HOMO   -9.70 eV
Energy relative to the best compared isomer or geometry (same formula, charge and spin)   33.7 kcal/mol
LUMO energy   -2.1 eV
Total charge   +1